Entry 1:
Computed, not measured: C40H54BF36N3O10Si2 as an isolated structure in a non-equilibrium geometry, with ωB97M-V/def2-TZVPD.

Geometry as XYZ:
```
146
Properties=species:S:1:pos:R:3:forces:R:3:mulliken_charge:R:1
C -0.8612 -1.5081 2.3891 -0.030 1.116 0.491 -0.9107
C -2.2781 -1.3286 2.8835 -0.792 -1.563 -0.240 0.6987
O -3.1240 -2.1292 2.5758 0.209 0.457 0.215 -0.5771
O -2.5948 -0.2906 3.7277 0.435 0.022 -0.379 -0.2454
C -3.1052 0.8887 3.0748 0.058 0.353 -0.445 -0.7765
C -3.2604 0.8111 1.5619 0.169 0.827 -0.291 -0.1067
C -3.8456 2.1372 1.0275 0.044 -0.878 0.672 -0.9693
C -4.2779 2.0625 -0.4394 -0.347 0.677 -0.190 -0.2068
C -3.9235 3.3018 -1.2906 0.257 -0.970 -0.366 -0.8810
Si -2.0868 3.6884 -1.4177 -0.865 1.452 0.752 -0.6769
C -1.8200 4.7544 -2.9311 1.185 -0.395 -0.961 -0.6535
C -0.3926 4.5613 -3.4542 -0.343 2.011 -0.554 -0.0608
C 0.4351 5.8335 -3.4611 1.205 -2.024 2.268 -1.0012
O 0.5833 4.6755 -2.4991 -0.037 -0.688 0.646 -0.2482
O -1.0778 2.4081 -1.1681 -0.816 -0.262 -0.697 0.5938
Si -1.0299 1.0890 -2.1998 2.391 -0.216 -0.127 -0.1870
C 0.6787 1.1452 -3.0213 0.049 -0.339 0.734 -0.3291
C 1.6920 0.4313 -2.0843 0.075 0.735 -0.627 -0.6795
C 3.1426 0.9277 -2.3012 -0.854 0.018 0.807 -0.8203
C 3.4125 2.0523 -1.2846 0.529 -0.314 -0.225 -0.2691
C 3.8099 1.4886 0.0980 -0.691 0.524 -0.510 -0.5281
N 3.4172 2.3427 1.2282 0.137 -0.046 -0.309 -0.7514
N -0.9574 -0.3736 -1.1823 -1.863 0.128 0.268 -0.6782
C -2.0402 -0.8974 -0.9306 -1.572 -1.627 -0.317 0.4688
O -3.0600 -1.4984 -0.7562 2.711 1.588 -0.109 -0.5665
B -2.3772 0.9633 -3.6523 -1.394 -0.185 -0.398 0.5789
O -2.4372 1.9880 -4.6025 0.142 0.459 0.918 -0.5097
N -3.2588 -0.1786 -3.7995 0.958 0.317 -1.348 -0.1100
C -2.4201 -1.3588 -4.2073 -0.425 -0.011 0.385 -1.1397
C -4.2798 0.0241 -4.8467 -0.308 0.016 0.623 -1.1907
C -1.7166 4.8869 0.0803 1.008 -0.784 -0.296 0.8313
F -1.1090 6.0342 -0.3375 0.007 0.414 -0.181 -0.3453
F -2.8584 5.2773 0.6972 -0.465 -0.027 0.244 -0.3513
C -0.7603 4.2643 1.1370 -0.913 0.767 0.374 0.7846
F 0.4991 4.5240 0.7962 0.774 -0.388 -0.469 -0.2541
F -0.9675 4.9035 2.3158 -0.155 0.018 0.512 -0.3512
H -0.8840 -1.9652 1.4099 -0.042 -0.055 -0.146 0.2466
H -0.3818 -0.5290 2.3612 0.228 -0.087 -0.158 0.2410
H -0.2751 -2.1386 3.0528 -0.128 -0.072 0.217 0.4185
H -4.0633 1.1702 3.5093 -0.003 -0.219 0.303 0.3690
H -2.3836 1.6847 3.2724 -0.095 0.124 0.205 0.3473
H -3.9020 0.0108 1.2042 0.184 -0.324 0.214 0.6051
H -2.2522 0.7534 1.1385 -0.076 -0.530 -0.219 -0.1919
H -3.1254 2.9214 1.2541 -0.127 0.230 -0.215 0.0882
H -4.7269 2.3248 1.6437 -0.040 0.397 -0.043 0.5968
H -5.3652 1.9860 -0.4405 -0.062 -0.215 -0.111 0.4912
H -3.9318 1.1720 -0.9716 0.233 -0.118 0.288 -0.1670
H -4.2579 3.0888 -2.3159 -0.062 0.038 -0.009 0.3025
H -4.5070 4.1719 -0.9932 0.212 0.202 0.177 0.7478
H -1.8326 5.8218 -2.7259 -0.601 -0.040 0.587 0.8441
H -2.4828 4.5915 -3.7791 -0.324 -0.152 0.177 0.5786
H -0.2439 3.8798 -4.2708 0.131 -0.514 -0.180 0.4793
H 1.4717 5.8143 -3.7658 -0.308 0.779 -1.397 0.3709
H 0.1478 6.6216 -2.7775 -0.420 0.611 -0.766 0.1747
H 1.0449 2.1720 -3.1067 -0.355 0.147 -0.125 0.2337
H 0.6678 0.7051 -4.0219 0.061 -0.007 -0.024 0.5250
H 1.4103 0.7434 -1.0776 0.065 -0.476 0.282 0.1189
H 1.6020 -0.6468 -2.1739 -0.063 -0.119 0.112 0.4259
H 3.2670 1.3017 -3.3153 0.175 -0.255 -0.143 0.3660
H 3.8016 0.0870 -2.0871 0.392 0.104 -0.312 0.1950
H 4.2325 2.6679 -1.6632 -0.077 0.237 0.110 0.4843
H 2.5282 2.6850 -1.1765 -0.050 0.084 -0.128 0.0343
H 4.8848 1.3461 0.0764 0.085 -0.249 0.337 0.2757
H 3.2961 0.5350 0.2218 0.280 -0.206 0.149 0.3068
H 3.6331 3.3013 0.9699 0.051 0.060 0.222 0.3124
H 2.4035 2.3167 1.2763 -0.011 0.085 0.118 0.2598
H -3.2409 2.5158 -4.5510 -0.106 -0.048 -0.410 0.3017
H -2.7851 -1.7101 -5.1686 -0.035 -0.042 -0.084 0.4701
H -1.3810 -1.0792 -4.3862 0.150 -0.205 0.267 0.3668
H -2.5086 -2.1922 -3.5126 0.176 0.061 0.174 0.2374
H -4.9514 -0.8313 -4.8174 -0.152 0.013 -0.139 0.4877
H -4.8610 0.9220 -4.6302 -0.127 -0.080 0.046 0.2029
H -3.8646 0.1350 -5.8496 0.115 -0.059 -0.032 0.3525
H -0.9230 3.2013 1.3013 0.140 -0.177 -0.120 -0.1452
C -1.7862 0.1861 7.1211 -0.493 0.208 -0.371 -0.2523
C -0.8045 -0.9804 7.3545 0.289 0.657 -0.256 0.9174
C -0.8056 -1.6454 8.7340 -0.017 -0.491 0.160 0.0669
F -0.4614 -0.7913 9.7137 -0.014 0.236 -0.071 -0.2297
F 0.1028 -2.6515 8.7468 -0.030 0.012 -0.174 -0.2722
F 0.4432 -0.5805 7.0286 0.065 -0.047 0.143 -0.2864
F -1.1455 -1.9534 6.4610 -0.213 -0.138 0.173 -0.3355
O -1.2713 1.5134 7.2196 0.517 -0.309 0.508 -0.3859
C -1.1967 2.1656 8.4346 -0.758 -0.413 -0.585 0.8063
C 0.2480 2.4948 8.8199 0.394 0.230 0.050 0.2095
F 0.9934 1.3796 8.9184 -0.118 -0.143 -0.013 -0.2153
F 0.2663 3.1101 10.0250 -0.165 0.029 -0.021 -0.2653
F -1.8399 1.4797 9.3964 0.197 0.012 0.178 -0.2988
F -1.8595 3.3340 8.2880 0.169 0.163 0.072 -0.2953
H -2.0810 0.1032 6.0755 0.167 -0.051 -0.057 -0.0415
H -2.7107 0.0678 7.6858 0.160 -0.059 0.296 0.3907
H -1.7878 -2.0696 8.9601 -0.036 0.051 -0.073 0.2880
H 0.7009 3.1521 8.0750 -0.125 0.025 -0.046 0.2404
C 9.9402 -1.4300 -1.9013 0.544 0.019 0.362 -0.7736
C 9.3764 -1.6579 -3.3198 -0.297 -0.500 0.532 0.9618
C 8.6851 -0.4761 -4.0074 0.033 0.216 -0.451 0.0173
F 7.5947 -0.0609 -3.3391 -0.012 -0.082 0.244 -0.1647
F 8.2736 -0.8553 -5.2416 0.128 -0.121 0.027 -0.2760
F 8.5626 -2.7333 -3.3054 -0.130 0.092 -0.062 -0.2492
F 10.4413 -1.9852 -4.1067 0.098 0.296 -0.057 -0.3344
O 9.1679 -1.8744 -0.7906 -0.627 0.123 -0.492 -0.3611
C 8.1883 -1.0725 -0.2350 0.976 0.104 -0.159 0.7425
C 6.7998 -1.6991 -0.3656 -0.469 -0.325 0.065 0.8802
F 6.4709 -1.9012 -1.6564 0.169 0.131 -0.136 -0.2403
F 5.8678 -0.8702 0.1622 0.191 0.064 0.098 -0.2352
F 8.2386 0.1745 -0.7407 -0.258 0.023 -0.054 -0.2893
F 8.4731 -0.9656 1.0797 -0.204 -0.077 0.085 -0.3129
H 10.8338 -2.0510 -1.8529 -0.087 -0.110 -0.069 0.3977
H 10.2936 -0.4085 -1.7625 -0.253 0.129 -0.113 0.3290
H 9.3746 0.3652 -4.1212 0.058 -0.041 0.064 0.2582
H 6.7564 -2.6556 0.1525 0.186 0.046 0.079 -0.3718
C 5.0950 -6.4249 1.9426 -0.486 -0.007 0.475 -0.9317
C 5.9183 -5.5229 0.9999 0.440 -0.511 0.469 1.0818
C 5.7322 -5.7133 -0.5085 -0.102 0.274 -0.512 0.0911
F 6.0910 -6.9418 -0.9157 0.030 -0.185 0.225 -0.2177
F 6.5176 -4.8306 -1.1763 -0.031 0.082 0.259 -0.2292
F 7.2237 -5.6147 1.3263 0.047 -0.006 -0.157 -0.3012
F 5.5386 -4.2383 1.2715 -0.260 0.008 -0.161 -0.2963
O 5.7333 -7.5650 2.5088 0.478 0.037 -0.685 -0.4100
C 5.7737 -8.7721 1.8344 -0.754 0.584 0.349 0.7846
C 7.2079 -9.1965 1.5075 0.415 -0.203 0.026 0.1936
F 7.8219 -8.2831 0.7339 -0.135 0.139 -0.048 -0.2115
F 7.1901 -10.3662 0.8297 -0.161 -0.018 0.053 -0.2559
F 4.9856 -8.7473 0.7454 0.190 -0.072 -0.173 -0.2836
F 5.2499 -9.6970 2.6662 0.184 -0.153 0.015 -0.2978
H 4.8780 -5.8001 2.8083 0.144 0.042 -0.009 0.4318
H 4.1225 -6.6761 1.5201 0.113 -0.084 -0.275 0.3527
H 4.6938 -5.5329 -0.8009 -0.025 0.017 0.110 0.2846
H 7.7868 -9.3223 2.4247 -0.117 0.000 0.068 0.2380
C -10.0802 0.5396 -1.7597 -0.108 0.040 0.649 -0.6947
C -10.5746 -0.1580 -3.0440 -0.027 0.760 -0.050 0.8463
C -9.6110 -1.1226 -3.7431 -0.035 -0.491 -0.182 0.1019
F -8.4929 -0.5069 -4.1717 0.037 0.239 0.115 -0.1839
F -10.2174 -1.6477 -4.8332 -0.143 0.060 0.088 -0.2812
F -11.0163 0.7762 -3.9127 0.121 -0.043 -0.122 -0.2747
F -11.6591 -0.8987 -2.6834 0.155 -0.244 0.112 -0.3283
O -9.5985 1.8786 -1.8637 0.188 -0.158 -0.804 -0.3966
C -8.2838 2.1402 -2.1899 -0.493 -0.624 0.839 0.8302
C -8.1552 2.9030 -3.5106 -0.013 0.325 -0.295 0.1504
F -8.6855 2.2084 -4.5302 -0.019 -0.182 0.058 -0.2260
F -6.8419 3.1062 -3.7887 0.050 -0.040 0.162 -0.1686
F -7.5508 1.0120 -2.1735 0.182 0.068 -0.292 -0.2478
F -7.7888 2.9290 -1.2103 0.096 0.240 -0.121 -0.3322
H -10.9667 0.6378 -1.1347 -0.070 0.056 -0.129 0.4149
H -9.3975 -0.0905 -1.1905 0.180 -0.061 -0.236 0.3117
H -9.3323 -1.9446 -3.0778 -0.025 0.058 0.077 0.2844
H -8.6609 3.8683 -3.4456 0.026 -0.003 0.135 0.2160
```
Forces are in eV/Å.

Calculated values
- energy (Eh) = -6672.4088
- LUMO level (eV) = 0.110
- 2S+1 = 1
- E_HOMO (Eh) = -0.329
- HOMO-LUMO gap (eV) = 9.06

---

Entry 2:
Computed, not measured: a 11-piece molecular cluster, C40H54BN10 overall in a non-equilibrium geometry, with ωB97M-V/def2-TZVPD.

Geometry as XYZ:
```
105
Properties=species:S:1:pos:R:3:forces:R:3:mulliken_charge:R:1
B -0.4891 -1.2753 0.4353 1.603 2.303 -0.630 1.7640
H 0.2885 -0.4803 1.1979 -0.695 -1.150 -0.583 -0.5196
H -1.5684 -0.7640 0.5063 -0.718 0.198 0.005 -0.8831
H -0.0508 -1.0226 -0.7788 -0.309 -0.679 1.136 -0.4698
H -0.5566 -2.4136 0.7423 0.256 -0.765 0.277 -0.3539
N -0.5313 3.4947 -2.5774 -4.209 -7.494 1.687 0.0764
C -1.2970 2.9426 -3.6168 -1.666 -1.014 1.280 -0.4448
C -1.8918 1.6089 -3.0898 1.158 3.288 -0.126 -0.7051
C -1.2708 1.4694 -1.7037 0.525 3.903 -1.786 1.2338
C -0.4636 2.6635 -1.3637 -3.601 -1.457 -6.068 -1.7771
H -0.0202 4.2394 -2.6768 3.345 5.109 -0.664 0.0830
H -1.5397 3.7166 -4.5659 0.717 -2.788 2.716 0.2246
H -2.8218 1.0225 -3.6366 3.046 1.435 1.663 0.1134
H -1.4035 0.6882 -0.9926 -0.178 -0.570 0.105 0.7379
H -0.0132 3.1009 -0.5156 0.005 -0.030 -0.028 0.4536
N 4.6870 0.2997 -0.7893 -2.211 0.096 -0.915 0.0690
C 3.5208 0.5206 -1.5012 -1.345 2.058 -2.887 0.0168
C 3.7254 1.6881 -2.3570 3.731 -2.454 4.276 -0.2200
C 5.1249 2.1317 -1.9776 -1.572 -1.441 0.482 -0.5353
C 5.6681 1.1957 -0.9795 -11.582 3.328 -8.149 -1.0405
H 4.7280 -0.4703 -0.2048 0.340 -1.554 1.359 0.1513
H 2.4896 -0.0758 -1.5666 2.901 1.027 0.924 -0.0310
H 3.0273 2.1135 -3.0316 -0.339 0.318 -0.358 0.5166
H 5.5399 3.0693 -2.3949 0.136 -0.951 0.536 0.3036
H 6.4834 1.1950 -0.5974 9.751 -0.276 4.854 0.7562
N -1.9163 1.6382 2.6003 -1.091 -1.471 -4.260 0.3202
C -3.1417 2.1515 2.0041 0.488 3.599 2.168 0.1130
C -3.3221 3.3779 2.7713 -2.117 0.357 0.105 -0.3570
C -2.3363 3.5246 3.8458 2.089 -4.267 -4.003 -0.7147
C -1.3266 2.4427 3.5765 -1.975 0.624 0.338 -0.4007
H -1.5600 0.8618 1.9029 0.291 1.541 2.549 0.1160
H -3.8125 1.8853 1.0303 2.416 0.026 2.972 -0.0745
H -4.2777 4.1608 2.6420 2.795 -2.394 0.308 0.1680
H -2.1441 4.2768 4.5394 -0.125 1.176 0.889 0.5130
H -0.2570 2.1667 3.9928 -2.617 0.583 -0.703 0.3101
N 0.5746 3.7746 1.6940 -0.824 -0.054 0.334 0.2083
C 1.2031 4.8370 2.3522 2.928 -0.256 -2.709 -0.4042
C 2.6521 4.9631 1.8085 -3.667 -4.599 -0.214 -0.8690
C 2.7959 3.6404 0.9627 -2.050 1.435 0.854 -0.5019
C 1.4247 3.0756 0.8774 2.372 -0.326 0.937 0.3899
H -0.4859 3.3910 1.8160 3.382 1.696 0.071 0.2179
H 0.5559 5.4320 2.9789 0.445 0.304 0.037 0.4558
H 3.5227 5.6157 2.0450 -1.282 -0.496 0.066 0.3296
H 3.8096 3.2137 0.5473 -2.534 0.959 0.615 0.0703
H 0.8975 2.1533 0.4389 2.204 1.228 0.836 0.1134
N 0.6039 -3.2674 -5.0619 1.374 -1.184 -0.204 -0.0901
C 0.8215 -2.7843 -6.4428 0.425 2.451 4.348 -0.5607
C 1.1844 -1.3275 -6.2184 -0.628 -1.418 -1.787 -0.5058
C 1.1759 -1.0367 -4.8220 -0.527 -4.111 1.304 -0.3634
C 0.9145 -2.3418 -4.1021 -0.658 3.215 -3.536 -0.5672
H 0.5620 -4.2894 -4.6559 -0.052 2.625 -1.940 0.3021
H 0.7048 -3.5379 -7.2235 0.172 0.860 0.061 0.4111
H 1.3936 -0.4923 -7.0809 -0.654 -2.542 2.307 0.2043
H 1.2951 -0.1133 -4.2630 0.115 -0.088 -0.517 0.4796
H 0.7265 -2.5862 -3.0661 0.111 0.283 -0.231 0.6596
N -5.7177 -1.6623 0.2901 -0.989 1.173 -0.591 0.0074
C -4.4653 -1.2119 0.0073 0.687 2.486 0.353 -0.7380
C -4.4886 0.2080 -0.4144 -1.279 -1.549 -0.633 0.3135
C -5.9149 0.5612 -0.6142 -1.575 -2.411 3.441 -0.9263
C -6.6497 -0.6697 0.0310 0.757 2.217 -1.226 -0.5198
H -5.9676 -2.6525 0.5321 0.545 1.759 -0.259 0.2893
H -3.6589 -1.8563 0.3450 0.263 0.461 -0.560 0.4972
H -3.5915 0.8989 -0.6828 -1.735 -1.780 0.411 0.4541
H -6.4874 1.6164 -0.7947 1.837 -2.978 0.381 0.2319
H -7.6935 -0.8559 0.4446 1.438 0.585 -1.216 0.3734
N 0.2458 -2.0429 3.8786 -0.646 0.459 6.583 0.1434
C 1.2595 -2.8508 4.2913 -0.886 0.269 4.740 -0.4563
C 1.3286 -2.8821 5.8548 -4.748 3.530 -5.063 -0.8291
C 0.2037 -2.0059 6.3314 -0.087 1.908 -4.655 -0.5231
C -0.4379 -1.4389 4.9627 4.622 -4.085 3.726 -0.4845
H 0.0725 -1.7483 2.9896 -0.490 0.583 -3.374 0.1764
H 1.6400 -3.5044 3.5459 0.878 -0.335 -0.162 0.5470
H 1.9223 -3.4983 6.4149 1.520 -1.288 1.150 0.4698
H -0.0696 -1.4030 7.3357 0.866 -2.078 -2.410 0.2616
H -1.3013 -0.8599 4.9484 -1.059 1.065 -0.689 0.5256
N 1.9198 -3.6454 -0.9631 2.245 -0.125 -1.258 0.3322
C 2.1073 -4.9189 -0.5993 -0.340 -4.625 -0.414 -0.3110
C 3.2740 -5.6270 -1.3884 -3.833 8.805 1.043 -0.9147
C 3.7417 -4.4133 -2.1013 -0.824 1.777 0.709 -0.5042
C 2.8954 -3.2262 -1.8156 1.173 -0.113 -1.263 0.0699
H 1.1790 -2.9897 -0.8428 -1.100 -0.043 1.214 0.1331
H 1.2342 -5.3849 0.0100 1.979 0.642 -1.087 0.3041
H 3.6627 -6.5803 -1.4507 0.443 -1.714 0.376 0.4822
H 4.6773 -4.2107 -2.6612 -0.792 -0.750 0.227 0.3597
H 2.7549 -2.0485 -2.1876 1.169 -3.824 0.815 -0.0982
N -4.1218 -1.6742 -3.0010 -1.300 -0.673 -1.411 0.1268
C -2.8529 -1.8650 -3.4534 -2.582 -4.313 -4.548 -0.7645
C -2.8963 -2.8248 -4.6834 -5.636 3.582 4.441 -0.5999
C -4.4156 -3.0284 -4.8823 2.817 4.689 6.558 -0.8313
C -5.1805 -2.2504 -3.8019 5.638 -1.507 -1.633 -0.4582
H -4.2658 -1.1873 -2.1111 -0.179 -0.154 -0.587 0.2830
H -2.0582 -1.4396 -2.9414 1.454 0.559 0.784 0.8949
H -2.1129 -3.0185 -5.3487 0.919 -0.381 -0.677 0.3947
H -4.9312 -3.3260 -5.6794 -1.595 -1.759 -3.169 0.4686
H -6.2311 -2.0903 -3.5624 0.527 -0.159 -0.123 0.4194
N 2.8517 2.5595 4.0973 -1.537 -1.142 0.766 -0.0572
C 2.3221 1.2155 3.9699 1.543 0.225 4.037 -0.5766
C 2.6185 0.5736 5.4488 0.889 10.164 -6.410 -0.5296
C 3.1196 1.6176 6.2465 -0.095 2.870 -2.999 -0.7853
C 3.2764 2.9281 5.3818 -1.699 -6.620 0.437 -0.5360
H 2.6674 3.2996 3.3678 0.457 -1.174 0.856 0.4455
H 1.7355 0.8187 3.0332 1.656 0.967 2.007 0.4900
H 2.3832 -0.2874 5.7623 -1.839 -6.565 1.905 0.6818
H 3.2384 1.5261 7.3326 0.308 0.282 -0.613 0.3426
H 3.5757 3.8927 5.6735 0.321 0.887 -0.030 0.4317
```
Forces are in eV/Å.

Calculated values
- energy (Eh) = -2128.1695
- LUMO level (eV) = 2.430
- 2S+1 = 1
- E_HOMO (Eh) = -0.184
- HOMO-LUMO gap (eV) = 7.43
- total charge = -1